[1]
The following is a quantum chemistry calculation of the ion C3H3OS2 with charge -1, from the OMol25 dataset.

- frontier orbital gap (alpha / beta) (eV) = 4.8 / 6.2
- LUMO (alpha / beta) (eV) = 3.641 / 2.087
- HOMO level (alpha / beta) (eV) = -1.2 / -4.1
- expectation value of S² = 2.0071
- ΔE to the lowest compared entry with this formula, charge and spin (kcal per mole) = 26.83
- max |F| (hartree/bohr) = 0.097

The geometry in ORCA input format:
```
! wB97M-V def2-TZVPD RIJCOSX def2/J DEFGRID3
* xyz -1 3
C -0.31 -0.44 -0.02
C -1.35 0.39 -0.52
C 1.19 0.04 0.17
O -1.96 0.55 -1.54
S -1.42 1.07 1.04
S -0.71 -2.03 0.50
H 1.49 0.40 -0.84
H 1.81 -0.90 0.35
H 1.25 0.93 0.86
*
```


[2]
The following is a quantum chemistry calculation of a cluster of 2 separate species, C5H8N3 in total, from the OMol25 dataset.

- frontier orbital gap (eV) = 9.7
- LUMO (eV) = -4.743
- HOMO level (eV) = -14.4
- ΔE to the lowest compared entry with this formula, charge and spin (kcal per mole) = 56.31
- max |F| (hartree/bohr) = 0.085

The geometry in ORCA input format:
```
! wB97M-V def2-TZVPD RIJCOSX def2/J DEFGRID3
* xyz 1 1
C -0.16 2.83 1.42
C -0.79 -1.54 0.70
C 0.65 -0.22 -1.27
C 1.33 -1.09 -0.07
C -0.70 0.21 -0.95
N 0.00 2.13 0.54
N 0.42 -1.82 0.73
N -1.42 -0.45 -0.11
H -0.50 3.36 2.23
H -1.40 -2.02 1.53
H 1.31 0.66 -1.37
H 0.76 -0.82 -2.12
H 2.20 -1.68 -0.45
H 1.84 -0.51 0.61
H -1.12 1.06 -1.44
H -2.41 -0.10 0.01
*
```